w:
H4NO2SSi as an isolated structure. Source: the OMol25 dataset; level of theory: wB97M-V/def2-TZVPD.

Computed properties:
charge	-1
HOMO	-3.95	eV
orbital gap	8.041	eV

Atoms and positions in Å:
S (-1.64026, 0.15858, 0.37024)
Si (1.19327, 0.62093, 0.01391)
O (-1.58542, -1.56154, -0.14404)
O (-2.01925, 0.81223, -0.87941)
N (-0.22471, 0.44422, 0.93724)
H (1.76595, -0.77858, 0.10313)
H (-0.92368, -2.08402, 0.23613)
H (1.95998, 1.50935, 0.77157)
H (1.47412, 0.87882, -1.40877)

x:
A 2-piece molecular cluster, H4NO2SSi overall. Source: the OMol25 dataset; level of theory: wB97M-V/def2-TZVPD.

Computed properties:
charge	-1
HOMO	-4.65	eV
orbital gap	8.239	eV

Atoms and positions in Å:
S (2.91646, 0.23089, 0.15096)
Si (-0.43416, 0.08022, -0.59243)
O (0.34324, 1.14555, 0.22116)
O (4.05910, 0.79760, -0.52162)
N (2.73313, -1.29892, -0.18333)
H (-0.23757, -1.25642, 0.17926)
H (1.75264, -1.51558, -0.07530)
H (0.06986, -0.30303, -1.90671)
H (-1.75104, 0.02969, -1.04802)

Most stable: w. Least stable: x.